{"formula": "C2H40O20", "method": "ωB97M-V/def2-TZVPD", "de_lowest_ev": 0.423, "homo_ev": -3.813, "e_lumo_ev": 4.71, "homo_lumo_gap_ev": 8.5, "charge": -2, "symbols": ["O", "C", "C", "O", "H", "H", "H", "H", "O", "H", "H", "O", "H", "H", "O", "H", "H", "O", "H", "H", "O", "H", "H", "O", "H", "H", "O", "H", "H", "O", "H", "H", "O", "H", "H", "O", "H", "H", "O", "H", "H", "O", "H", "H", "O", "H", "H", "O", "H", "H", "O", "H", "H", "O", "H", "H", "O", "H", "H", "O", "H", "H"], "xyz": [[-1.004, 1.433, -0.340], [0.136, 0.605, -0.156], [-0.261, -0.785, 0.345], [0.955, -1.472, 0.621], [0.725, 1.108, 0.545], [0.681, 0.541, -1.124], [-0.836, -1.282, -0.446], [-0.858, -0.663, 1.255], [3.096, -2.945, 1.236], [3.477, -2.255, 1.799], [2.170, -2.699, 1.159], [0.256, -2.380, 2.891], [0.616, -1.938, 2.038], [-0.591, -2.708, 2.597], [1.127, 0.486, 2.860], [0.697, -0.038, 2.180], [1.653, 0.972, 2.236], [-2.397, 1.146, 1.983], [-1.869, 1.163, 1.148], [-1.842, 0.772, 2.598], [-0.170, 3.348, 1.323], [0.037, 4.156, 0.842], [-0.546, 2.733, 0.638], [2.423, 2.879, 1.694], [1.485, 2.857, 1.481], [2.834, 2.637, 0.849], [3.080, 2.298, -1.037], [2.139, 2.429, -1.237], [3.248, 1.488, -0.561], [-3.358, 0.690, -1.249], [-3.178, -0.225, -1.580], [-2.505, 0.982, -0.870], [-1.175, 0.443, -3.041], [-0.932, 0.684, -2.136], [-0.853, 1.159, -3.630], [-2.879, -2.351, -1.815], [-2.772, -3.284, -1.651], [-2.057, -2.000, -1.560], [2.699, 0.356, -2.862], [1.961, -0.239, -2.546], [2.745, 1.110, -2.261], [-3.735, -1.196, 1.334], [-3.582, -0.293, 1.652], [-3.977, -1.060, 0.359], [-1.821, -3.317, 1.403], [-1.079, -3.443, 0.820], [-2.406, -2.571, 1.188], [0.647, -3.954, 0.022], [1.274, -4.395, -0.586], [0.922, -3.019, -0.080], [1.242, -1.955, -1.909], [0.528, -2.559, -2.243], [0.913, -1.661, -1.067], [0.642, 3.056, -1.868], [0.130, 3.237, -2.648], [0.283, 2.448, -1.253], [-2.427, 3.655, -0.710], [-2.793, 3.995, 0.126], [-1.983, 2.808, -0.580], [3.055, 0.045, 0.634], [2.217, -0.439, 0.577], [3.794, -0.590, 0.614]]}

***

{"formula": "C32H33N6O5RuS2Si", "method": "ωB97M-V/def2-TZVPD", "de_lowest_ev": 0.000, "homo_ev": [-4.717, -8.012], "e_lumo_ev": [0.07, -0.42], "multiplicity": 6, "homo_lumo_gap_ev": [4.8, 7.6], "symbols": ["Ru", "O", "C", "O", "C", "C", "C", "C", "C", "O", "C", "C", "O", "O", "H", "H", "H", "H", "H", "H", "H", "H", "S", "N", "C", "C", "C", "C", "C", "N", "C", "C", "N", "C", "C", "C", "C", "C", "N", "H", "H", "H", "H", "H", "H", "C", "Si", "C", "C", "C", "C", "C", "C", "C", "H", "H", "H", "H", "H", "H", "H", "H", "H", "H", "H", "S", "C", "N", "C", "C", "C", "N", "H", "H", "H", "H", "H", "H", "H", "H"], "xyz": [[12.050, 9.379, 9.105], [14.137, 5.463, 8.610], [13.226, 5.997, 9.206], [12.221, 6.752, 8.562], [12.968, 5.973, 10.710], [11.544, 6.339, 11.092], [11.345, 6.074, 12.587], [12.182, 7.179, 13.284], [12.786, 7.957, 12.117], [11.617, 7.892, 11.074], [13.845, 7.038, 11.468], [14.751, 7.883, 10.566], [15.974, 7.856, 10.679], [14.127, 8.684, 9.624], [13.260, 4.943, 11.043], [10.742, 5.942, 10.462], [10.268, 6.140, 12.833], [11.682, 5.058, 12.853], [11.551, 7.851, 13.906], [12.973, 6.772, 13.958], [13.075, 8.999, 12.318], [14.473, 6.515, 12.211], [5.821, 13.942, 9.514], [5.968, 12.352, 9.854], [7.211, 11.995, 9.488], [7.768, 10.654, 9.598], [7.010, 9.581, 10.055], [7.642, 8.336, 10.035], [8.975, 8.224, 9.613], [9.774, 9.286, 9.266], [9.117, 10.481, 9.186], [9.902, 11.574, 8.622], [11.172, 11.243, 8.222], [11.895, 12.273, 7.673], [11.409, 13.578, 7.525], [10.124, 13.920, 7.961], [9.351, 12.885, 8.482], [7.984, 13.089, 8.937], [7.305, 14.251, 8.890], [5.988, 9.725, 10.412], [7.106, 7.427, 10.331], [9.426, 7.236, 9.515], [12.922, 12.046, 7.414], [12.074, 14.333, 7.107], [9.687, 14.923, 7.843], [10.638, 7.823, 6.520], [12.326, 7.162, 6.865], [12.684, 5.657, 5.818], [13.638, 8.469, 6.626], [14.985, 8.208, 6.959], [15.989, 9.108, 6.586], [15.684, 10.267, 5.865], [14.350, 10.534, 5.534], [13.337, 9.665, 5.923], [10.463, 7.911, 5.425], [10.469, 8.818, 6.976], [9.878, 7.117, 6.919], [12.926, 5.986, 4.776], [11.788, 5.005, 5.777], [13.533, 5.059, 6.217], [15.276, 7.329, 7.537], [17.018, 8.889, 6.889], [16.470, 10.971, 5.577], [14.093, 11.442, 4.975], [12.296, 9.942, 5.730], [12.305, 11.387, 11.035], [13.895, 11.547, 11.686], [14.910, 10.813, 11.214], [16.176, 10.659, 11.970], [16.525, 12.003, 12.562], [15.384, 12.488, 13.459], [14.103, 12.405, 12.715], [14.676, 10.155, 10.445], [16.933, 10.251, 11.271], [16.041, 9.883, 12.763], [16.724, 12.755, 11.762], [17.446, 11.943, 13.153], [15.517, 13.555, 13.755], [15.308, 11.886, 14.392], [13.281, 12.872, 13.066]]}

***

{"formula": "C21H18BrN3O2S2V", "method": "ωB97M-V/def2-TZVPD", "homo_ev": [-5.808, -6.033], "e_lumo_ev": [-0.54, -0.62], "multiplicity": 2, "homo_lumo_gap_ev": [5.3, 5.4], "symbols": ["V", "Br", "C", "C", "C", "C", "O", "C", "C", "N", "C", "C", "C", "C", "C", "C", "C", "C", "N", "C", "C", "H", "H", "H", "H", "H", "H", "H", "H", "H", "H", "O", "S", "C", "C", "C", "C", "H", "H", "H", "H", "H", "H", "H", "H", "S", "C", "N"], "xyz": [[0.286, -0.489, 0.886], [-5.221, -0.757, -3.842], [-3.858, -1.054, -2.557], [-3.164, -2.271, -2.563], [-2.183, -2.487, -1.627], [-1.829, -1.509, -0.678], [-0.848, -1.775, 0.179], [-2.526, -0.272, -0.698], [-2.248, 0.797, 0.218], [-1.213, 0.743, 1.013], [-0.907, 1.624, 2.062], [-1.255, 2.936, 2.214], [-0.843, 3.644, 3.366], [-0.120, 3.053, 4.358], [0.268, 1.693, 4.238], [1.000, 0.982, 5.206], [1.348, -0.322, 4.982], [0.997, -0.934, 3.779], [0.304, -0.303, 2.836], [-0.097, 0.999, 3.068], [-3.560, -0.086, -1.644], [-3.403, -3.029, -3.296], [-1.644, -3.425, -1.594], [-2.942, 1.632, 0.275], [-1.840, 3.433, 1.450], [-1.119, 4.687, 3.463], [0.170, 3.611, 5.239], [1.284, 1.479, 6.127], [1.903, -0.886, 5.720], [1.293, -1.947, 3.549], [-4.108, 0.849, -1.646], [0.534, 0.288, -1.135], [0.983, -0.910, -1.995], [0.515, -0.525, -3.692], [1.713, -0.927, -4.539], [2.915, -0.313, -3.819], [2.762, -0.683, -2.342], [0.348, 0.555, -3.696], [-0.416, -1.043, -3.920], [1.612, -0.589, -5.570], [1.807, -2.017, -4.560], [2.888, 0.773, -3.931], [3.866, -0.663, -4.220], [3.093, 0.083, -1.643], [3.255, -1.619, -2.081], [4.843, -0.833, 1.208], [3.260, -1.018, 1.008], [2.099, -1.171, 0.840]]}

***

{"formula": "C26H50BN2O2P2SV", "method": "ωB97M-V/def2-TZVPD", "de_lowest_ev": 1.763, "homo_ev": [-1.017, -2.245], "e_lumo_ev": [2.25, 2.24], "multiplicity": 4, "homo_lumo_gap_ev": [3.3, 4.5], "charge": -1, "symbols": ["V", "C", "C", "C", "C", "P", "C", "N", "B", "N", "C", "P", "C", "C", "C", "C", "C", "C", "C", "C", "C", "C", "C", "C", "C", "C", "C", "C", "C", "C", "H", "H", "H", "H", "H", "H", "H", "H", "H", "H", "H", "H", "H", "H", "H", "H", "H", "H", "H", "H", "H", "H", "H", "H", "H", "H", "H", "H", "H", "H", "H", "H", "H", "H", "H", "H", "H", "H", "H", "H", "H", "H", "H", "H", "O", "C", "S", "C", "O", "H", "H", "H", "H", "H", "H"], "xyz": [[-0.606, 0.579, -0.482], [4.421, 2.006, -0.854], [2.994, 2.212, -0.331], [2.921, 1.584, 1.064], [2.736, 3.712, -0.180], [1.609, 1.402, -1.373], [2.440, -0.192, -1.908], [2.226, -1.087, -0.809], [0.903, -1.042, -0.131], [0.774, -2.372, 0.482], [-0.457, -2.791, 1.044], [-1.487, -1.246, 1.063], [-1.243, -0.784, 2.937], [0.263, -0.724, 3.201], [-1.787, 0.576, 3.257], [-1.872, -1.794, 3.905], [-3.221, -2.062, 0.792], [-4.358, -1.111, 1.119], [-3.290, -2.354, -0.713], [-3.431, -3.387, 1.546], [1.856, -3.145, 0.102], [2.120, -4.482, 0.367], [3.277, -5.048, -0.178], [4.133, -4.289, -0.973], [3.856, -2.944, -1.241], [2.712, -2.383, -0.689], [1.513, 2.333, -3.067], [0.681, 1.480, -4.031], [2.891, 2.577, -3.686], [0.807, 3.696, -2.950], [5.133, 2.526, -0.199], [4.571, 2.393, -1.861], [4.709, 0.953, -0.837], [3.673, 2.036, 1.723], [3.106, 0.509, 1.030], [1.937, 1.757, 1.504], [3.446, 4.145, 0.536], [1.723, 3.900, 0.186], [2.890, 4.241, -1.122], [3.497, -0.106, -2.187], [1.910, -0.595, -2.781], [-0.341, -3.235, 2.045], [-0.894, -3.544, 0.372], [0.734, 0.006, 2.542], [0.744, -1.692, 3.038], [0.452, -0.428, 4.240], [-1.310, 1.318, 2.625], [-1.578, 0.833, 4.303], [-2.863, 0.633, 3.119], [-1.515, -2.808, 3.718], [-2.963, -1.768, 3.852], [-1.615, -1.533, 4.940], [-4.226, -0.197, 0.567], [-4.424, -0.894, 2.192], [-5.326, -1.546, 0.828], [-3.166, -1.434, -1.288], [-4.261, -2.797, -0.970], [-2.511, -3.050, -1.031], [-3.428, -3.271, 2.630], [-2.682, -4.136, 1.286], [-4.409, -3.811, 1.279], [1.444, -5.072, 0.975], [3.507, -6.089, 0.015], [5.022, -4.747, -1.390], [4.519, -2.355, -1.862], [1.169, 0.534, -4.280], [0.546, 2.018, -4.978], [-0.301, 1.272, -3.610], [3.452, 1.643, -3.787], [3.469, 3.294, -3.100], [2.778, 3.016, -4.685], [-0.190, 3.571, -2.546], [0.732, 4.159, -3.947], [1.345, 4.401, -2.311], [-0.852, 2.008, -1.250], [-4.830, 1.743, 1.165], [-3.144, 2.190, 0.676], [-3.679, 3.539, -0.392], [-2.558, 1.147, -0.248], [-5.260, 2.590, 1.704], [-4.808, 0.880, 1.818], [-5.429, 1.515, 0.283], [-4.215, 4.276, 0.208], [-4.321, 3.156, -1.186], [-2.791, 3.991, -0.829]]}

***

Looking at largest force on an atom for the records above, in order, we have 3.45, 3.07, 1.94, 4.62 eV Å⁻¹.